# 1
Molecular formula: C21H33N3O4S
Method: DFT, ωB97M-V with the def2-TZVPD basis set

CARTESIAN COORDINATES (ANGSTROEM)
C 2.384 0.719 6.563
N 3.044 -0.061 5.536
S 3.173 0.745 4.068
O 1.913 1.380 3.819
O 4.355 1.549 4.015
N 3.421 -0.591 3.097
C 2.227 -1.383 2.895
C 1.326 -0.822 1.795
H 0.473 -1.484 1.639
H 0.955 0.156 2.107
C 2.128 -0.648 0.501
C 3.329 0.257 0.781
C 4.185 -0.350 1.890
H 4.608 -1.308 1.567
H 4.994 0.326 2.165
H 3.918 0.384 -0.128
H 2.964 1.234 1.100
O 1.364 -0.020 -0.513
C 0.442 -0.726 -1.221
C -0.263 0.015 -2.171
C -1.227 -0.583 -2.963
C -1.480 -1.944 -2.834
C -0.784 -2.679 -1.894
C 0.167 -2.083 -1.082
H 0.690 -2.690 -0.361
H -0.979 -3.736 -1.787
H -2.208 -2.420 -3.474
C -1.922 0.207 -4.033
O -1.608 0.070 -5.202
N -2.889 1.063 -3.624
C -3.313 1.166 -2.245
C -4.231 0.028 -1.764
C -5.714 0.200 -2.101
H -5.973 1.258 -2.033
C -6.163 -0.368 -3.452
H -7.205 -0.072 -3.600
H -6.141 -1.459 -3.396
C -5.346 0.057 -4.675
C -5.063 1.563 -4.742
H -5.612 2.080 -3.955
C -3.565 1.867 -4.621
H -3.068 1.642 -5.568
H -3.416 2.928 -4.390
H -5.406 1.976 -5.691
H -4.400 -0.483 -4.684
H -5.894 -0.259 -5.564
H -6.302 -0.311 -1.334
H -3.865 -0.921 -2.156
H -4.133 -0.012 -0.677
H -3.825 2.124 -2.127
H -2.427 1.180 -1.606
H -0.024 1.062 -2.280
H 2.492 -1.625 0.145
H 2.544 -2.402 2.645
H 1.702 -1.398 3.850
C 4.318 -0.612 5.939
H 4.713 -1.174 5.096
H 5.031 0.173 6.210
H 4.165 -1.278 6.787
H 1.515 1.186 6.109
H 3.039 1.496 6.973
H 2.068 0.052 7.365

Structure (SMILES): CN(C)S(=O)(=O)N1CCC(Oc2cccc(C(=O)N3CCCCCCC3)c2)CC1
ΔE to the lowest compared entry with this formula, charge and spin: 45.2 kcal/mol
HOMO energy: -0.316 Eh
Kohn-Sham gap: 9.25 eV
E_LUMO: 0.641 eV
Charge: 0

***

# 2
Molecular formula: C45H33BrO6SSi
Method: DFT, ωB97M-V with the def2-TZVPD basis set

CARTESIAN COORDINATES (ANGSTROEM)
C 1.594 -3.199 -5.122
C 1.117 -2.550 -6.409
S -0.252 -1.388 -6.231
C -1.457 -2.270 -5.219
Si -2.367 -3.657 -6.066
Br -1.096 -5.483 -6.246
H 0.841 -3.864 -4.703
H 1.869 -2.453 -4.377
H 2.475 -3.807 -5.329
H 1.912 -1.925 -6.819
H 0.881 -3.306 -7.157
H -1.042 -2.572 -4.257
H -2.214 -1.508 -5.005
H -3.532 -4.059 -5.251
H -2.822 -3.252 -7.405
C 1.592 0.047 -2.682
C 0.859 -0.918 -2.001
C 1.010 -1.076 -0.635
C 1.904 -0.270 0.060
C 2.648 0.693 -0.624
C 2.484 0.850 -1.994
C 3.631 1.560 0.091
O 4.270 2.403 -0.500
C 3.798 1.352 1.559
C 4.728 2.120 2.246
C 4.887 1.954 3.611
C 4.114 1.025 4.298
C 3.187 0.254 3.619
C 3.031 0.409 2.247
C 2.040 -0.445 1.533
O 1.368 -1.256 2.137
H 1.452 0.180 -3.747
H 0.160 -1.543 -2.541
H 0.440 -1.817 -0.092
H 3.059 1.610 -2.505
H 5.317 2.843 1.699
H 5.614 2.553 4.144
H 4.234 0.904 5.366
H 2.576 -0.470 4.140
C -0.712 4.803 -7.776
C -0.387 3.455 -7.662
C -0.459 2.830 -6.430
C -0.844 3.549 -5.307
C -1.157 4.904 -5.418
C -1.096 5.526 -6.659
C -1.541 5.706 -4.219
O -1.825 6.880 -4.313
C -1.549 5.011 -2.896
C -1.854 5.741 -1.755
C -1.872 5.117 -0.520
C -1.590 3.759 -0.418
C -1.286 3.026 -1.550
C -1.261 3.648 -2.792
C -0.911 2.840 -3.995
O -0.683 1.652 -3.910
H -0.663 5.291 -8.740
H -0.082 2.894 -8.535
H -0.217 1.780 -6.322
H -1.347 6.575 -6.731
H -2.072 6.796 -1.852
H -2.105 5.690 0.368
H -1.607 3.274 0.550
H -1.061 1.969 -1.489
C -0.012 -4.011 3.600
C -0.495 -5.224 4.077
C -1.164 -5.280 5.288
C -1.345 -4.122 6.032
C -0.847 -2.905 5.558
C -0.187 -2.853 4.337
C -0.993 -1.650 6.350
O -0.562 -0.592 5.944
C -1.685 -1.742 7.671
C -1.804 -0.596 8.447
C -2.449 -0.655 9.670
C -2.982 -1.857 10.122
C -2.864 -3.002 9.354
C -2.212 -2.950 8.128
C -2.081 -4.204 7.327
O -2.553 -5.249 7.719
H 0.507 -3.961 2.652
H -0.350 -6.129 3.501
H -1.552 -6.214 5.670
H 0.187 -1.909 3.968
H -1.388 0.331 8.079
H -2.538 0.238 10.275
H -3.489 -1.900 11.077
H -3.270 -3.946 9.690

Structure (SMILES): O=C1c2ccccc2C(=O)c2ccccc21.O=C1c2ccccc2C(=O)c2ccccc21.O=C1c2ccccc2C(=O)c2ccccc21.CCSC[SiH2]Br
ΔE to the lowest compared entry with this formula, charge and spin: 0.0 kcal/mol
HOMO energy: -0.320 Eh
Kohn-Sham gap: 7.66 eV
E_LUMO: -1.042 eV
Charge: 0

***

# 3
Molecular formula: C21H25F5N5O2STeZn
Method: DFT, ωB97M-V with the def2-TZVPD basis set

CARTESIAN COORDINATES (ANGSTROEM)
Zn -0.022 0.741 -0.202
O -1.984 0.183 -0.426
C -2.506 -0.958 -0.342
C -2.869 -1.718 -1.589
C -4.294 -2.328 -1.658
C -5.205 -1.980 -0.479
C -4.852 -2.759 0.790
C -3.345 -2.825 1.017
N -2.721 -1.515 0.836
H -2.106 -2.498 -1.686
H -2.709 -1.021 -2.409
H -4.226 -3.414 -1.745
H -4.761 -1.979 -2.578
H -6.242 -2.183 -0.748
H -5.154 -0.904 -0.286
H -5.221 -3.784 0.713
H -5.345 -2.308 1.653
H -2.877 -3.525 0.324
H -3.101 -3.172 2.018
H -2.375 -1.021 1.646
F 2.866 -1.723 0.014
Te 1.147 -2.254 0.457
F 1.953 -2.875 1.993
F 1.474 -3.784 -0.520
F 0.432 -0.973 1.667
F -0.383 -3.200 0.950
O 0.487 -1.192 -0.834
N -1.801 2.477 1.276
C -1.971 3.515 2.105
C -0.732 3.835 2.614
C 0.146 2.920 2.024
N -0.514 2.097 1.216
H -2.473 1.966 0.722
H -2.943 3.949 2.274
H -0.496 4.618 3.312
H 1.210 2.820 2.139
N 2.272 0.826 0.824
C 3.160 1.139 1.480
C 4.258 1.518 2.320
C 5.381 2.132 1.767
C 6.430 2.494 2.591
C 6.363 2.244 3.956
C 5.244 1.630 4.503
C 4.187 1.264 3.690
H 5.422 2.317 0.702
H 7.305 2.969 2.167
H 7.188 2.527 4.595
H 5.196 1.432 5.565
H 3.313 0.777 4.102
S 0.516 2.057 -2.050
C 0.565 1.064 -3.447
N 0.771 -0.267 -3.374
C 0.851 -1.080 -4.453
C 0.733 -0.574 -5.709
C 0.525 0.810 -5.844
C 0.441 1.614 -4.738
H 0.862 -0.689 -2.439
H 1.018 -2.127 -4.244
H 0.803 -1.224 -6.568
H 0.430 1.244 -6.831
H 0.280 2.678 -4.824

HOMO energy: -0.409 Eh
Kohn-Sham gap: 8.35 eV
E_LUMO: -2.774 eV
Charge: +1

***

# 4
Molecular formula: C55H47N2O3P2RuS3
Method: DFT, ωB97M-V with the def2-TZVPD basis set

CARTESIAN COORDINATES (ANGSTROEM)
Ru 14.801 12.521 12.947
S 15.957 10.374 12.004
P 16.559 11.723 10.641
C 16.369 13.214 11.553
P 17.545 13.817 12.701
S 17.406 12.616 14.276
C 17.097 15.577 12.998
C 16.376 16.331 12.076
C 16.095 17.667 12.364
C 16.545 18.232 13.562
C 17.273 17.474 14.462
C 17.545 16.149 14.174
C 19.232 14.008 12.069
C 19.505 14.642 10.855
C 20.826 14.833 10.479
C 21.851 14.433 11.328
C 21.585 13.803 12.525
C 20.269 13.572 12.890
C 18.207 11.503 9.952
C 19.172 10.862 10.735
C 20.483 10.801 10.305
C 20.823 11.414 9.112
C 19.871 12.073 8.326
C 18.550 12.100 8.745
C 15.533 11.775 9.156
C 15.355 10.594 8.443
C 14.546 10.571 7.323
C 13.929 11.744 6.889
C 14.125 12.933 7.585
C 14.942 12.960 8.715
H 16.008 15.859 11.176
H 15.558 18.268 11.656
H 16.317 19.262 13.779
H 17.636 17.919 15.372
H 18.092 15.540 14.884
H 18.707 14.944 10.203
H 21.028 15.275 9.516
H 22.870 14.648 11.065
H 22.408 13.493 13.157
H 20.032 13.025 13.795
H 18.896 10.432 11.696
H 21.220 10.325 10.928
H 21.855 11.380 8.777
H 20.143 12.569 7.409
H 17.797 12.587 8.141
H 15.833 9.665 8.794
H 14.387 9.636 6.780
H 13.298 11.722 6.019
H 13.664 13.851 7.247
H 15.081 13.869 9.301
O 13.543 19.059 15.771
C 14.090 17.981 16.523
C 14.146 16.709 15.734
C 14.795 15.585 16.284
C 14.989 14.470 15.510
N 14.537 14.355 14.254
C 13.793 15.399 13.738
C 13.633 16.613 14.465
C 13.223 15.202 12.470
C 12.696 16.268 11.675
C 12.178 15.998 10.443
C 11.685 17.116 9.574
O 12.691 18.070 9.231
C 12.090 14.677 9.976
C 12.663 13.694 10.760
N 13.226 13.922 11.947
H 13.300 19.788 16.358
H 13.486 17.780 17.431
H 15.103 18.230 16.825
H 15.215 15.624 17.280
H 15.556 13.638 15.900
H 13.079 17.435 14.044
H 12.775 17.296 12.030
H 10.892 17.677 10.078
H 11.229 16.678 8.668
H 13.512 17.596 9.069
H 11.640 14.446 9.025
H 12.724 12.674 10.397
C 12.814 10.584 16.994
C 12.236 11.666 16.345
C 12.845 12.230 15.233
C 14.028 11.722 14.695
C 14.615 10.643 15.375
C 14.037 10.105 16.520
H 12.352 10.183 17.895
H 11.289 12.063 16.706
H 12.386 13.104 14.785
H 15.564 10.253 15.043
H 14.532 9.286 17.053
O 13.116 11.026 11.968
S 11.685 11.104 12.531
C 10.678 10.708 11.094
C 11.272 10.134 9.974
C 10.505 9.981 8.829
C 9.167 10.391 8.840
C 8.609 10.970 9.976
C 9.367 11.139 11.122
C 11.495 9.613 13.490
C 12.457 8.608 13.442
C 12.269 7.500 14.265
C 11.144 7.407 15.076
C 10.230 8.441 15.128
C 10.395 9.572 14.338
H 12.334 9.911 10.009
H 10.939 9.605 7.915
H 8.544 10.283 7.961
H 7.580 11.286 9.953
H 8.976 11.625 12.005
H 13.325 8.762 12.815
H 12.998 6.692 14.283
H 11.005 6.538 15.732
H 9.370 8.380 15.791
H 9.717 10.411 14.404

ΔE to the lowest compared entry with this formula, charge and spin: 0.0 kcal/mol
HOMO energy (spin up / spin down): -0.167 / -0.282 Eh
Kohn-Sham gap (spin up / spin down): 5.02 / 6.47 eV
E_LUMO (spin up / spin down): 0.488 / -1.191 eV
Charge: 0
2S+1: 6

***

# 5
Molecular formula: C4H10O2
Method: DFT, ωB97M-V with the def2-TZVPD basis set

CARTESIAN COORDINATES (ANGSTROEM)
C -1.315 -0.996 -0.359
C -0.216 -0.064 0.151
C -0.706 1.385 0.020
O -0.070 -0.389 1.525
C 1.179 -0.276 -0.495
O 2.161 0.251 0.403
H -1.019 -2.050 -0.321
H -2.162 -0.869 0.324
H -1.659 -0.752 -1.369
H -1.087 1.607 -0.985
H -1.526 1.516 0.732
H 0.079 2.109 0.261
H 0.768 0.028 1.778
H 1.354 -1.348 -0.658
H 1.281 0.244 -1.456
H 2.878 -0.387 0.488

Structure (SMILES): CC(C)(O)CO
ΔE to the lowest compared entry with this formula, charge and spin: 13.4 kcal/mol
HOMO energy: -0.369 Eh
Kohn-Sham gap: 10.80 eV
E_LUMO: 0.759 eV
Charge: 0

***

# 6
Molecular formula: C2H3Cl2NO2
Method: DFT, ωB97M-V with the def2-TZVPD basis set

CARTESIAN COORDINATES (ANGSTROEM)
C 0.149 -0.095 0.035
C 0.755 -1.047 1.070
N 0.365 -2.520 0.550
O -0.480 -2.517 -0.271
O 0.937 -3.487 0.892
Cl 2.467 -1.002 0.994
Cl 0.028 -0.905 2.795
H 0.668 0.834 0.295
H 0.526 -0.539 -0.841
H -0.847 0.181 -0.105

Structure (SMILES): CC(Cl)(Cl)[N+](=O)[O-]
ΔE to the lowest compared entry with this formula, charge and spin: 95.2 kcal/mol
HOMO energy: -0.415 Eh
Kohn-Sham gap: 11.22 eV
E_LUMO: -0.061 eV
Charge: 0

***

# 7
Molecular formula: C21H26N2O5S
Method: DFT, ωB97M-V with the def2-TZVPD basis set

CARTESIAN COORDINATES (ANGSTROEM)
C -6.147 2.172 2.407
H -6.390 1.762 3.386
O -5.611 1.101 1.670
C -5.246 1.325 0.376
C -5.301 2.547 -0.272
C -4.884 2.662 -1.592
C -4.405 1.561 -2.267
C -4.346 0.327 -1.633
C -4.772 0.196 -0.324
O -4.764 -0.976 0.395
C -4.421 -2.160 -0.280
H -4.999 -2.295 -1.201
H -4.677 -2.972 0.409
C -2.924 -2.272 -0.605
O -2.516 -2.940 -1.527
N -2.171 -1.562 0.273
C -0.788 -1.408 0.327
C 0.071 -2.032 -0.576
C 1.437 -1.840 -0.463
C 1.943 -1.038 0.540
C 1.100 -0.414 1.441
C -0.264 -0.598 1.338
H -0.933 -0.119 2.039
H 1.527 0.195 2.222
S 3.703 -0.739 0.663
O 4.069 -0.683 2.048
O 4.374 -1.680 -0.193
N 3.789 0.796 0.039
C 4.305 1.863 0.858
H 4.003 1.613 1.876
C 5.845 2.027 0.805
H 6.241 1.920 1.815
C 6.514 0.984 -0.087
H 6.117 0.000 0.164
C 6.326 1.257 -1.583
C 4.936 1.782 -1.942
H 4.839 1.821 -3.030
C 3.803 0.914 -1.401
H 2.840 1.329 -1.734
H 3.896 -0.101 -1.792
H 4.818 2.800 -1.569
H 6.515 0.333 -2.131
H 7.061 1.997 -1.913
H 7.584 0.965 0.131
H 6.103 3.027 0.452
H 3.799 2.789 0.568
H 2.124 -2.321 -1.141
H -0.336 -2.661 -1.350
H -2.696 -1.060 0.982
H -3.960 -0.523 -2.173
H -4.073 1.646 -3.289
H -4.937 3.622 -2.081
H -5.668 3.422 0.241
H -7.057 2.565 1.943
H -5.421 2.983 2.526

Structure (SMILES): COc1ccccc1OCC(=O)Nc1ccc(S(=O)(=O)N2CCCCCC2)cc1
ΔE to the lowest compared entry with this formula, charge and spin: 73.7 kcal/mol
HOMO energy: -0.314 Eh
Kohn-Sham gap: 9.09 eV
E_LUMO: 0.536 eV
Charge: 0

***

# 8
Molecular formula: C30H22N3OS2Ti
Method: DFT, ωB97M-V with the def2-TZVPD basis set

CARTESIAN COORDINATES (ANGSTROEM)
Ti -1.037 -0.234 -0.728
C -3.293 -3.972 -1.217
C -2.736 -2.750 -1.501
N -2.229 -1.925 -0.533
C -2.339 -2.359 0.782
C -2.876 -3.615 1.137
C -3.360 -4.451 0.094
C -2.921 -3.949 2.507
C -2.462 -3.071 3.468
C -1.944 -1.823 3.115
C -1.899 -1.454 1.773
N -1.398 -0.265 1.228
C -1.761 1.029 1.642
C -1.741 1.503 2.952
C -2.147 2.810 3.226
C -2.561 3.652 2.215
C -2.587 3.218 0.875
C -3.036 4.030 -0.206
C -3.060 3.477 -1.487
C -2.647 2.188 -1.710
N -2.201 1.377 -0.702
C -2.174 1.897 0.600
H -3.671 -4.564 -2.043
H -2.636 -2.386 -2.513
H -3.783 -5.420 0.327
H -3.326 -4.914 2.791
H -2.499 -3.354 4.514
H -1.580 -1.154 3.880
H -1.407 0.860 3.751
H -2.134 3.165 4.250
H -2.883 4.664 2.438
H -3.359 5.045 -0.018
H -3.402 4.060 -2.333
H -2.628 1.744 -2.695
S -0.410 -0.726 -2.843
O 0.728 0.797 -0.594
S 1.645 0.750 -1.846
C 2.985 1.757 -1.141
C 3.261 1.812 0.218
C 4.312 2.597 0.663
C 5.082 3.324 -0.238
C 4.792 3.278 -1.592
C 3.733 2.496 -2.043
C 2.573 -0.775 -1.713
C 2.341 -1.648 -0.668
C 3.085 -2.816 -0.589
C 4.046 -3.099 -1.550
C 4.267 -2.209 -2.592
C 3.530 -1.038 -2.678
H 2.646 1.258 0.914
H 4.527 2.645 1.723
H 5.899 3.937 0.120
H 5.374 3.855 -2.299
H 3.487 2.474 -3.099
H 1.591 -1.425 0.080
H 2.898 -3.507 0.222
H 4.618 -4.016 -1.491
H 5.011 -2.430 -3.348
H 3.695 -0.349 -3.498

HOMO energy (spin up / spin down): -0.064 / -0.152 Eh
Kohn-Sham gap (spin up / spin down): 4.13 / 6.54 eV
E_LUMO (spin up / spin down): 2.396 / 2.394 eV
Charge: -1
2S+1: 3

***

Number 1: F_max 1.1 eV Å⁻¹, calculated total energy -1683.4186 Eh. Number 2: F_max 0.3 eV Å⁻¹, calculated total energy -5447.8683 Eh. Number 3: F_max 0.8 eV Å⁻¹, calculated total energy -4184.2894 Eh. Number 4: F_max 1.5 eV Å⁻¹, calculated total energy -4431.3581 Eh. Number 5: F_max 0.3 eV Å⁻¹, calculated total energy -308.8768 Eh. Number 6: F_max 3.3 eV Å⁻¹, calculated total energy -1203.4999 Eh. Number 7: F_max 1.1 eV Å⁻¹, calculated total energy -1699.7062 Eh. Number 8: F_max 1.7 eV Å⁻¹, calculated total energy -3041.8640 Eh.